{
  "formula": "C4H12N2",
  "method": "ωB97M-V/def2-TZVPD",
  "symbols": ["N", "C", "C", "C", "C", "N", "H", "H", "H", "H", "H", "H", "H", "H", "H", "H", "H", "H"],
  "positions_angstrom": [[-3.2700, -1.2758, 0.1556], [2.5103, 1.0467, 1.3245], [1.2807, 0.3078, 0.7408], [1.2000, 0.1358, -0.7721], [0.0575, -0.6768, -1.1397], [-1.2188, -0.3367, -1.6607], [-4.2291, -1.3656, -0.1133], [-2.5785, -1.7588, -0.3742], [2.1989, 2.0907, 1.2424], [2.7601, 0.8752, 2.3718], [3.4035, 0.9425, 0.7163], [0.5758, 1.1254, 0.4406], [0.8017, -0.3769, 1.4330], [1.3595, 0.9277, -1.4975], [0.2680, -1.7390, -1.0096], [-0.8457, -0.2408, -0.4629], [-1.2810, 0.6761, -1.8359], [-2.9929, -0.3575, 0.4407]],
  "homo_lumo_gap_ev": 7.5,
  "e_above_lowest_ev": 6.683,
  "lumo_energy_ha": 0.016,
  "homo_ev": -7.10
}

---

{
  "formula": "C4H12N2",
  "method": "ωB97M-V/def2-TZVPD",
  "symbols": ["C", "N", "N", "C", "C", "C", "H", "H", "H", "H", "H", "H", "H", "H", "H", "H", "H", "H"],
  "positions_angstrom": [[-2.5993, -0.1814, -0.6451], [-1.4368, -0.1296, 0.3457], [-0.3155, 0.6775, -0.1289], [0.8945, 0.1914, 0.4554], [2.0570, 0.8106, -0.4248], [1.0366, -1.3375, 0.4629], [-2.2248, -0.4892, -1.6363], [-3.3158, -0.9531, -0.1950], [-3.0536, 0.8893, -0.6867], [-1.8494, 0.1742, 1.2717], [-0.4670, 1.7261, 0.0934], [1.0188, 0.5689, 1.5089], [2.1084, 0.3331, -1.3757], [1.8271, 1.9292, -0.5538], [3.1211, 0.7768, 0.0246], [0.6274, -1.7444, -0.4936], [0.4928, -1.6125, 1.4301], [2.0787, -1.6294, 0.5471]],
  "homo_lumo_gap_ev": 10.0,
  "e_above_lowest_ev": 2.176,
  "smiles": "CNNC(C)C",
  "lumo_energy_ha": 0.040,
  "homo_ev": -8.95
}

---

{
  "formula": "C4H12N2",
  "method": "ωB97M-V/def2-TZVPD",
  "symbols": ["C", "C", "C", "N", "C", "N", "H", "H", "H", "H", "H", "H", "H", "H", "H", "H", "H", "H"],
  "positions_angstrom": [[1.7431, -0.6922, 1.1629], [1.5329, 0.3896, 0.0866], [0.2249, 1.1997, 0.3015], [-0.9472, 0.4213, 0.5887], [-1.1458, -0.7696, -0.3177], [-1.4716, -0.3809, -1.6685], [2.1737, -1.6094, 0.7352], [2.5419, -0.5177, 1.8842], [0.8266, -1.0659, 1.6176], [1.3749, -0.1308, -0.8632], [2.4007, 1.0335, 0.1270], [0.5206, 1.7427, 1.2255], [0.0923, 1.9427, -0.4956], [-1.7535, 1.0097, 0.4984], [-2.0593, -1.1307, 0.1629], [-0.3361, -1.4650, -0.1615], [-2.4466, -0.4321, -1.8633], [-0.8632, -0.5252, -2.4531]],
  "homo_lumo_gap_ev": 9.6,
  "e_above_lowest_ev": 1.176,
  "smiles": "CCCNCN",
  "lumo_energy_ha": 0.040,
  "homo_ev": -8.47
}

---

What is the formula in the third record?
C4H12N2